No. 1
The following is a DFT calculation (ωB97M-V with the def2-TZVPD basis set) of a structure of composition C30H21N7O2Tl.

Values from the calculation:
E_LUMO (eV): 1.92
Net charge: -1
2S+1: 1

Last column: Mulliken charge in e.
Atoms and positions in Å:
Tl1 0.068 -0.296 -0.522  1.505
O1 -2.302 3.151 0.862  -0.797
C1 -1.431 2.321 0.587  0.504
N1 -1.497 0.979 0.625  0.211
C2 -2.643 0.274 1.018  -0.037
C3 -3.832 0.876 1.442  -1.073
C4 -4.927 0.116 1.825  -0.587
C5 -4.859 -1.263 1.788  -0.741
C6 -3.692 -1.886 1.374  -0.696
C7 -2.574 -1.147 0.983  0.566
N2 -1.387 -1.734 0.503  -0.143
C8 -1.111 -3.031 0.670  0.166
O2 -1.725 -3.883 1.323  -0.820
C9 0.131 -3.539 -0.055  0.609
C10 0.432 -4.898 -0.018  -0.667
C11 1.538 -5.347 -0.716  -0.338
C12 2.307 -4.444 -1.440  -0.822
C13 1.940 -3.109 -1.423  -0.269
N3 0.887 -2.685 -0.731  -0.110
C14 -0.091 2.876 0.136  0.455
C15 -0.047 4.152 -0.417  -0.922
C16 1.169 4.649 -0.837  -0.304
C17 2.309 3.871 -0.673  -0.854
C18 2.173 2.620 -0.102  -0.128
N4 0.999 2.132 0.297  0.049
H1 -3.881 1.951 1.466  0.493
H2 -5.831 0.617 2.151  0.380
H3 -5.708 -1.868 2.084  0.372
H4 -3.633 -2.961 1.355  0.459
H5 -0.213 -5.553 0.548  0.491
H6 1.798 -6.399 -0.707  0.406
H7 3.168 -4.766 -2.011  0.415
H8 2.468 -2.338 -1.975  0.454
H9 -0.969 4.706 -0.516  0.462
H10 1.233 5.626 -1.299  0.395
H11 3.280 4.219 -0.998  0.388
H12 3.028 1.965 0.019  0.369
N5 0.085 0.968 6.033  -0.537
C19 0.537 0.405 5.140  -0.111
C20 1.150 -0.305 4.054  -0.008
C21 2.168 -1.222 4.307  -0.229
C22 2.743 -1.878 3.238  -0.909
C23 2.280 -1.599 1.961  -0.340
N6 1.306 -0.726 1.719  0.160
C24 0.745 -0.087 2.740  0.180
H13 2.490 -1.406 5.323  0.496
H14 3.535 -2.600 3.382  0.423
H15 2.699 -2.098 1.095  0.464
H16 -0.050 0.607 2.491  0.380
N7 1.221 0.135 -2.167  -0.661
C25 0.709 1.028 -3.032  0.412
C26 1.550 1.441 -4.115  -0.514
C27 1.150 2.377 -5.043  -0.321
C28 -0.107 2.982 -4.978  -0.595
C29 -0.953 2.596 -3.946  -0.767
C30 -0.570 1.652 -3.008  -0.165
H17 2.534 0.990 -4.175  0.350
H18 1.836 2.649 -5.839  0.334
H19 -0.414 3.720 -5.707  0.368
H20 -1.941 3.036 -3.862  0.369
H21 -1.278 1.382 -2.227  0.377

Forces on atoms 1 to 6 (eV/Å):
-0.51 0.16 -0.26
0.00 0.01 -0.01
-0.03 -0.04 -0.03
0.09 0.04 0.04
0.00 0.00 0.03
0.00 0.02 0.01

***

No. 2
The following is a DFT calculation (ωB97M-V with the def2-TZVPD basis set) of a structure of composition C31H44BrN3OsP2.

Values from the calculation:
E_LUMO (alpha / beta) (eV): -13.04 / -15.31
Net charge: +4
⟨S²⟩: 6.06
2S+1: 5
Energy relative to the best compared isomer or geometry (same formula, charge and spin) (kJ/mol): 129.0

Last column: Mulliken spin population.
Atoms and positions in Å:
N1 -5.304 2.327 -2.295  0.786
C1 -5.028 2.645 -1.026  0.011
C2 -3.870 2.170 -0.391  0.094
C3 -2.906 1.483 -1.167  -0.005
C4 -3.284 1.021 -2.444  0.102
C5 -4.481 1.541 -2.990  0.007
C6 -1.507 1.455 -0.625  0.197
Os1 -0.045 0.237 -0.172  1.483
P1 2.071 -0.075 0.475  0.093
C7 -0.413 1.399 -1.619  0.075
C8 0.644 2.430 -1.539  0.054
C9 1.605 2.462 -2.576  -0.008
C10 2.638 3.374 -2.506  0.052
C11 2.696 4.237 -1.399  0.180
C12 1.694 4.310 -0.436  0.113
C13 0.690 3.349 -0.474  -0.014
Br1 4.122 5.404 -1.277  0.371
H1 -1.497 2.146 0.225  -0.020
H2 -0.664 1.013 -2.620  0.044
H3 -3.681 2.445 0.650  0.011
H4 -2.689 0.331 -3.056  0.014
H5 -5.728 3.305 -0.488  0.026
H6 -4.765 1.321 -4.034  0.026
H7 1.558 1.711 -3.377  -0.001
H8 0.023 3.292 0.389  -0.010
H9 3.393 3.419 -3.294  -0.002
H10 1.695 5.060 0.356  -0.001
P2 -0.986 -1.906 -0.670  -0.029
C14 3.328 1.259 0.828  0.006
C15 4.770 1.216 0.281  0.003
H11 3.384 1.315 1.927  0.000
H12 2.876 2.205 0.473  0.023
H13 5.201 2.218 0.437  0.000
H14 5.417 0.509 0.822  -0.001
H15 4.822 1.007 -0.797  0.000
C16 2.333 -0.412 -1.353  0.079
C17 3.093 -1.638 -1.842  0.035
H16 2.791 0.490 -1.790  0.003
H17 1.280 -0.468 -1.788  -0.016
H18 2.744 -1.855 -2.861  0.000
H19 4.164 -1.416 -1.909  0.004
H20 2.903 -2.516 -1.221  0.000
C18 2.146 -1.173 2.033  0.028
C19 3.415 -1.533 2.782  0.023
H21 1.581 -2.078 1.778  -0.003
H22 1.529 -0.639 2.781  0.001
H23 3.103 -2.067 3.688  0.003
H24 4.077 -2.203 2.231  -0.002
H25 3.958 -0.646 3.114  0.000
C20 -0.729 -3.076 0.740  0.009
C21 -1.665 -4.278 0.894  0.009
H26 -0.762 -2.467 1.655  0.008
H27 0.305 -3.440 0.642  0.003
H28 -2.695 -3.982 1.127  0.000
H29 -1.674 -4.929 0.010  -0.001
H30 -1.296 -4.877 1.738  0.002
C22 -0.090 -2.826 -2.034  0.035
C23 -0.841 -3.096 -3.339  0.001
H31 0.264 -3.770 -1.586  0.000
H32 0.820 -2.259 -2.263  0.001
H33 -1.687 -3.783 -3.187  0.000
H34 -1.203 -2.157 -3.789  0.000
H35 -0.140 -3.569 -4.044  0.001
C24 -2.746 -2.129 -1.135  0.017
C25 -3.818 -1.611 -0.184  0.006
H36 -2.894 -3.211 -1.291  0.003
H37 -2.882 -1.667 -2.121  -0.004
H38 -4.779 -1.585 -0.719  -0.002
H39 -3.949 -2.257 0.692  0.001
H40 -3.614 -0.586 0.150  0.002
N2 -0.726 0.585 7.360  0.001
C26 -0.760 0.648 6.189  -0.001
C27 -0.777 0.697 4.741  0.000
C28 -1.778 0.067 3.998  0.000
C29 -1.671 0.011 2.618  -0.003
N3 -0.615 0.554 1.980  0.074
C30 0.243 1.326 2.672  0.001
C31 0.253 1.343 4.060  -0.001
H41 -2.626 -0.397 4.493  0.001
H42 -2.445 -0.482 2.028  0.004
H43 0.997 1.893 2.109  -0.005
H44 1.085 1.832 4.567  0.001

Forces on atoms 1 to 6 (eV/Å):
3.36 -1.52 1.83
-1.31 0.84 0.55
-0.13 0.15 -1.35
-0.21 -0.30 0.42
-0.85 0.95 0.26
-0.63 -0.31 -1.53

***

No. 3
The following is a DFT calculation (ωB97M-V with the def2-TZVPD basis set) of the ion C5H12NO with charge -1.

Values from the calculation:
E_LUMO (eV): 3.50
Net charge: -1
Structure (SMILES): NCCCCC[O-]
2S+1: 1
Energy relative to the best compared isomer or geometry (same formula, charge and spin) (kJ/mol): 81.6

Last column: Mulliken charge in e.
Atoms and positions in Å:
N1 -1.177 1.267 2.243  -0.616
C1 -1.407 -0.020 1.602  -0.504
C2 -0.976 -0.088 0.129  -0.480
C3 0.380 0.543 -0.201  -0.295
C4 1.421 -0.355 -0.868  -0.909
C5 1.109 -0.833 -2.303  -0.378
O1 2.023 -1.674 -2.789  -0.895
H1 -1.506 1.243 3.199  0.222
H2 -0.193 1.501 2.264  0.245
H3 -0.877 -0.857 2.077  0.236
H4 -2.477 -0.227 1.621  0.349
H5 -1.760 0.276 -0.538  0.299
H6 -0.842 -1.134 -0.163  0.305
H7 0.378 1.542 -0.634  0.379
H8 0.834 0.841 0.756  0.107
H9 2.317 0.259 -0.969  0.321
H10 1.700 -1.193 -0.219  0.299
H11 0.066 -1.220 -2.320  0.164
H12 0.985 0.131 -2.886  0.150

Forces on atoms 1 to 6 (eV/Å):
-0.28 0.24 -0.01
0.31 -0.52 -0.69
0.20 0.05 -0.77
0.79 0.44 1.39
-0.06 0.56 -0.30
0.17 0.13 -0.02

***

No. 4
The following is a DFT calculation (ωB97M-V with the def2-TZVPD basis set) of a structure of composition C7H10.

Values from the calculation:
E_LUMO (eV): 0.40
Net charge: 0
2S+1: 1
Energy relative to the best compared isomer or geometry (same formula, charge and spin) (kJ/mol): 779.5

Last column: Mulliken charge in e.
Atoms and positions in Å:
C1 1.461 -0.531 1.379  -0.683
C2 1.738 -0.192 -0.056  -0.638
C3 0.528 0.171 0.429  0.383
C4 -0.373 1.374 0.262  -0.440
C5 -1.579 0.546 -0.148  -0.307
C6 -1.319 -0.516 -1.168  -0.510
C7 -1.046 -0.842 0.118  -0.370
H1 1.947 0.038 2.177  0.229
H2 1.215 -1.555 1.664  0.211
H3 2.563 0.356 -0.493  0.326
H4 1.004 -0.592 -1.800  0.063
H5 -0.510 1.895 1.215  0.295
H6 -0.032 2.085 -0.499  0.272
H7 -2.597 0.872 0.064  0.383
H8 0.211 -0.464 -1.979  -0.037
H9 -1.909 -0.981 -1.942  0.399
H10 -1.301 -1.663 0.777  0.425

Forces on atoms 1 to 6 (eV/Å):
0.01 -0.10 0.32
-0.22 0.17 0.04
0.41 0.19 -0.07
-0.01 0.08 0.00
-0.16 0.26 0.06
-0.12 -0.12 0.21

***

No. 5
The following is a DFT calculation (ωB97M-V with the def2-TZVPD basis set) of a cluster of 3 separate species, C4H10O3 in total.

Values from the calculation:
E_LUMO (eV): 0.52
Net charge: 0
Structure (SMILES): C=CC(=C)O.O.O
2S+1: 1
Energy relative to the best compared isomer or geometry (same formula, charge and spin) (kJ/mol): 477.3

Last column: Mulliken charge in e.
Atoms and positions in Å:
C1 -0.241 2.117 -0.083  -0.585
C2 0.590 1.472 -0.909  -0.457
C3 1.475 0.481 -0.207  0.805
C4 2.866 0.203 -0.180  -0.952
O1 0.658 -0.457 0.453  -0.516
H1 -0.598 1.859 0.891  0.247
H2 -0.466 3.192 -0.351  0.247
H3 0.140 1.536 -1.810  0.350
H4 3.143 -0.863 0.029  0.226
H5 3.636 0.693 -0.733  0.320
H6 -0.355 -0.336 0.447  0.341
O2 -1.413 -3.045 -0.425  -0.594
H7 -1.218 -2.966 -1.382  0.314
H8 -0.602 -2.830 -0.158  0.274
O3 -2.364 -0.539 1.295  -0.633
H9 -2.153 -0.417 2.233  0.314
H10 -3.097 -0.101 0.891  0.300

Forces on atoms 1 to 6 (eV/Å):
-0.16 2.98 -0.06
0.92 -0.36 4.86
1.22 -2.83 -0.86
-3.84 -0.98 -0.62
-0.64 -0.12 0.25
0.96 -0.12 1.02

***

Question: The highest 2S+1 belongs to which entry?
Answer: C31H44BrN3OsP2

***

Please write out number 5 again, unchanged.
The following is a DFT calculation (ωB97M-V with the def2-TZVPD basis set) of a cluster of 3 separate species, C4H10O3 in total.

Values from the calculation:
E_LUMO (eV): 0.52
Net charge: 0
Structure (SMILES): C=CC(=C)O.O.O
2S+1: 1
Energy relative to the best compared isomer or geometry (same formula, charge and spin) (kJ/mol): 477.3

Last column: Mulliken charge in e.
Atoms and positions in Å:
C1 -0.241 2.117 -0.083  -0.585
C2 0.590 1.472 -0.909  -0.457
C3 1.475 0.481 -0.207  0.805
C4 2.866 0.203 -0.180  -0.952
O1 0.658 -0.457 0.453  -0.516
H1 -0.598 1.859 0.891  0.247
H2 -0.466 3.192 -0.351  0.247
H3 0.140 1.536 -1.810  0.350
H4 3.143 -0.863 0.029  0.226
H5 3.636 0.693 -0.733  0.320
H6 -0.355 -0.336 0.447  0.341
O2 -1.413 -3.045 -0.425  -0.594
H7 -1.218 -2.966 -1.382  0.314
H8 -0.602 -2.830 -0.158  0.274
O3 -2.364 -0.539 1.295  -0.633
H9 -2.153 -0.417 2.233  0.314
H10 -3.097 -0.101 0.891  0.300

Forces on atoms 1 to 6 (eV/Å):
-0.16 2.98 -0.06
0.92 -0.36 4.86
1.22 -2.83 -0.86
-3.84 -0.98 -0.62
-0.64 -0.12 0.25
0.96 -0.12 1.02